1.
Computed, not measured: a structure of composition C23H39N5O10PS2Ti, with wB97M-V/def2-TZVPD.

Summary:
Maximum force ... 0.48 eV Å⁻¹
E_tot ... -3913.05550 Eh
Orbital gap ... 7.7 eV
Highest occupied orbital energy ... -12.50 eV

ORCA input file:
```
! wB97M-V def2-TZVPD RIJCOSX def2/J DEFGRID3
* xyz 1 1
Ti 1.0867 0.5484 0.5421
N 3.3265 0.7892 1.0313
N 3.3841 0.8860 2.4429
C 2.1679 0.7804 3.1075
O 1.9696 1.1381 4.2220
O 1.2497 0.1525 2.3144
H 3.9855 0.0800 0.7180
H 3.5735 1.6847 0.5934
H 4.0339 1.5623 2.8216
O 0.5144 3.6667 -1.1148
S 1.5630 2.9078 -0.5218
O 2.9054 3.3922 -0.5303
O 1.1795 2.4542 0.9127
O 1.5480 1.4397 -1.0962
C 4.0308 -2.9570 0.3501
C 2.5462 -3.1764 0.6545
C 2.1658 -4.6330 0.3676
C 2.3251 -2.8957 2.1457
P 1.4641 -2.0102 -0.3596
C -0.2084 -2.7189 -0.1693
C -0.8483 -2.4642 1.0461
C -2.1020 -2.9875 1.3209
C -2.7429 -3.7725 0.3745
C -2.1186 -4.0372 -0.8368
C -0.8605 -3.5205 -1.1063
C 1.9833 -2.0093 -2.1621
C 2.2517 -3.3875 -2.7770
C 0.8806 -1.2822 -2.9466
C 3.2662 -1.1700 -2.2905
H 4.6146 -3.5559 1.0511
H 4.3351 -1.9176 0.4872
H 4.3081 -3.2685 -0.6544
H 2.8367 -5.2799 0.9363
H 2.2646 -4.8961 -0.6843
H 1.1470 -4.8492 0.6857
H 2.8941 -3.6300 2.7184
H 1.2818 -2.9949 2.4412
H 2.6793 -1.9053 2.4315
H -0.3555 -1.8594 1.8002
H -2.5754 -2.7833 2.2720
H -3.7229 -4.1807 0.5804
H -2.6094 -4.6556 -1.5759
H -0.4002 -3.7518 -2.0534
H 1.4045 -4.0655 -2.7164
H 3.1105 -3.8793 -2.3251
H 2.4818 -3.2449 -3.8348
H -0.0831 -1.7856 -2.8978
H 1.1790 -1.2294 -3.9952
H 0.7684 -0.2581 -2.5901
H 4.1252 -1.6435 -1.8199
H 3.1375 -0.1644 -1.8891
H 3.4975 -1.0652 -3.3523
C -2.0224 6.5200 1.4527
C -2.2024 5.6148 0.2396
S -3.6669 4.6357 0.4687
O -4.8176 5.4918 0.4633
O -3.4431 3.7443 1.5853
C -3.7381 3.6056 -1.0142
C -4.0932 2.1566 -0.7154
N -3.0203 1.4326 -0.0121
C -1.8308 1.1306 -0.5532
N -0.9966 0.6814 0.3958
C -1.6978 0.6908 1.5886
C -2.9398 1.1367 1.3346
N -4.0365 1.1611 2.2760
O -5.1632 1.1567 1.8272
O -3.7270 1.1318 3.4407
C -1.5418 1.2141 -2.0065
H -1.1317 7.1314 1.3202
H -1.9033 5.9292 2.3593
H -2.8795 7.1795 1.5726
H -1.3733 4.9189 0.1052
H -2.3480 6.1799 -0.6823
H -2.7866 3.7176 -1.5328
H -4.5232 4.0418 -1.6309
H -4.2957 1.6279 -1.6462
H -4.9825 2.0958 -0.0965
H -1.2711 0.3913 2.5303
H -1.7692 0.2542 -2.4757
H -0.4947 1.4568 -2.1714
H -2.1439 1.9747 -2.4922
*
```



2.
Computed, not measured: a structure of composition C37H35BrF4N4O2P2S3Zn, with wB97M-V/def2-TZVPD.

Summary:
Maximum force ... 0.73 eV Å⁻¹
E_tot ... -8430.59846 Eh
Orbital gap (spin up / spin down) ... 6.1 / 6.1 eV
Highest occupied orbital energy (spin up / spin down) ... -7.55 / -7.56 eV

ORCA input file:
```
! wB97M-V def2-TZVPD RIJCOSX def2/J DEFGRID3
* xyz 0 1
Zn -1.3205 0.9093 -0.4224
F 1.9955 -6.9561 0.3011
C 1.9382 -5.6269 0.2606
C 2.9645 -4.9052 -0.3118
F 4.0202 -5.5437 -0.8154
C 2.8991 -3.5209 -0.3476
F 3.9635 -2.9052 -0.8654
C 1.8059 -2.8185 0.1423
P 1.5436 -0.9962 -0.0340
C 2.5495 -0.3046 1.3259
C 2.6873 1.0863 1.3679
C 3.4076 1.6896 2.3864
C 3.9677 0.9171 3.3966
C 3.8017 -0.4597 3.3823
C 3.0984 -1.0688 2.3504
C 2.5343 -0.6113 -1.5349
C 2.0118 -1.0658 -2.7429
C 2.6474 -0.7975 -3.9461
C 3.8182 -0.0538 -3.9536
C 4.3496 0.3983 -2.7533
C 3.7144 0.1209 -1.5511
C 0.8106 -3.5774 0.7720
Br -0.6016 -2.7628 1.7183
C 0.8654 -4.9561 0.8192
F -0.0902 -5.6783 1.4069
H 2.2241 1.6978 0.5967
H 3.5244 2.7657 2.3942
H 4.5244 1.3883 4.1962
H 4.2234 -1.0663 4.1734
H 2.9878 -2.1467 2.3506
H 1.1026 -1.6476 -2.7462
H 2.2235 -1.1591 -4.8744
H 4.3149 0.1704 -4.8886
H 5.2697 0.9690 -2.7502
H 4.1537 0.4697 -0.6247
S -2.7159 1.7849 1.1081
C -3.9343 0.5669 0.7902
N -5.1656 0.7815 1.1776
N -6.0908 -0.1758 1.1565
C -6.0065 -1.5691 1.3944
C -7.0688 -2.3511 0.9626
C -7.0961 -3.7105 1.2449
C -6.0670 -4.2952 1.9657
C -5.0142 -3.5014 2.4112
C -4.9759 -2.1477 2.1292
N -3.7019 -0.6080 0.0878
N -2.6347 -0.6808 -0.5497
C -2.4373 -1.9072 -1.2576
C -1.4503 -1.8975 -2.2275
C -1.1444 -3.0625 -2.9144
C -1.8320 -4.2327 -2.6247
C -2.8411 -4.2233 -1.6668
C -3.1534 -3.0625 -0.9808
H -7.0213 0.2095 1.1648
H -7.8718 -1.8945 0.3956
H -7.9240 -4.3111 0.8915
H -6.0870 -5.3532 2.1896
H -4.2094 -3.9424 2.9862
H -4.1571 -1.5424 2.4930
H -0.9368 -0.9676 -2.4447
H -0.3743 -3.0578 -3.6755
H -1.5844 -5.1497 -3.1435
H -3.3827 -5.1330 -1.4438
H -3.9272 -3.0490 -0.2237
C -0.0150 5.9371 1.7814
C -0.2985 4.4990 1.4076
C 0.0528 3.5242 2.5068
O 0.5091 4.1724 0.2431
P -0.1048 3.9197 -1.2145
S -1.8894 4.5651 -1.4674
S 0.2454 1.9228 -1.6484
O 0.9480 4.6267 -2.1707
C 2.3456 4.9582 -1.9719
C 2.4678 6.2117 -1.1268
C 3.1477 3.7908 -1.4305
H -0.6298 6.2230 2.6366
H -0.2493 6.6044 0.9519
H 1.0353 6.0648 2.0537
H -1.3484 4.4025 1.1251
H 1.0705 3.6935 2.8681
H -0.0222 2.4921 2.1660
H -0.6396 3.6519 3.3406
H 2.6804 5.1748 -2.9860
H 2.3399 5.9808 -0.0699
H 1.7113 6.9394 -1.4199
H 3.4528 6.6596 -1.2698
H 2.8428 3.5539 -0.4103
H 4.2067 4.0576 -1.4201
H 3.0169 2.9031 -2.0494
*
```



3.
Computed, not measured: the molecule C5H8FN in a non-equilibrium geometry, with wB97M-V/def2-TZVPD.

Summary:
Maximum force ... 5.66 eV Å⁻¹
E_tot ... -349.73073 Eh
Orbital gap (spin up / spin down) ... 8.9 / 7.0 eV
Highest occupied orbital energy (spin up / spin down) ... -7.91 / -6.57 eV

ORCA input file:
```
! wB97M-V def2-TZVPD RIJCOSX def2/J DEFGRID3
* xyz 0 1
C 1.4388 -0.4685 0.9171
C -0.7654 -0.8363 -0.2035
C 0.7511 -1.0058 -0.3489
C 1.4600 0.2163 -0.4226
C -1.0320 1.5589 -0.4142
N -1.2695 0.3722 0.2954
F -1.2970 1.6732 -1.6629
H 0.7164 -0.2405 1.6682
H 2.3817 -0.9691 1.1666
H -1.1684 -1.0324 -1.2090
H -1.2012 -1.5279 0.4883
H 0.8782 -1.9057 -0.9755
H 1.3423 1.2122 -0.8255
H -0.8849 2.5083 0.1960
H -1.3502 0.4451 1.3304
*
```